{"formula": "C36H76N8O5P3", "method": "wB97M-V/def2-TZVPD", "species": ["C", "C", "P", "C", "C", "C", "C", "C", "C", "C", "C", "C", "C", "C", "C", "O", "C", "C", "C", "C", "N", "C", "C", "N", "C", "C", "O", "C", "C", "O", "H", "H", "H", "H", "H", "H", "H", "H", "H", "H", "H", "H", "H", "H", "H", "H", "H", "H", "H", "H", "H", "H", "H", "H", "H", "H", "H", "H", "H", "H", "H", "H", "H", "H", "H", "H", "H", "H", "H", "H", "O", "P", "N", "C", "C", "N", "C", "C", "N", "C", "C", "H", "H", "H", "H", "H", "H", "H", "H", "H", "H", "H", "H", "H", "H", "H", "H", "H", "H", "O", "P", "N", "C", "C", "N", "C", "C", "N", "C", "C", "H", "H", "H", "H", "H", "H", "H", "H", "H", "H", "H", "H", "H", "H", "H", "H", "H", "H"], "positions_angstrom": [[5.6957, -0.8266, -3.2417], [6.3637, -0.2937, -2.3719], [7.4803, 0.4133, -0.9588], [6.0614, 1.4875, -0.2649], [6.4097, 2.2141, 1.1000], [5.0673, 2.9228, 1.6450], [4.9309, 4.4268, 1.1324], [4.3738, 4.5547, -0.3437], [3.0737, 3.7016, -0.6111], [2.3406, 4.2280, -1.9378], [0.7719, 4.4078, -1.6545], [0.0645, 3.0391, -2.0736], [-1.0432, 2.6559, -0.9985], [-1.1384, 1.0763, -0.7473], [-2.5907, 0.4948, -0.9984], [-2.5356, -0.2947, -2.2196], [-2.4692, -1.6924, -1.8998], [8.9015, -0.7884, -1.3673], [9.7979, -1.3606, -0.3185], [10.8953, -2.2884, -0.5642], [11.2137, -2.6911, -1.8369], [10.4079, -2.1960, -2.8101], [9.2538, -1.2967, -2.7218], [8.1740, 1.7184, -1.9954], [8.7438, 2.8419, -1.3165], [8.1935, 4.3099, -1.3231], [9.7923, 2.6614, -0.7098], [7.5075, 2.0283, -3.2271], [8.1579, 1.5611, -4.6046], [6.5010, 2.7089, -3.3669], [5.0355, -1.5495, -3.7693], [8.2494, 0.7902, 0.2217], [6.9310, -0.6685, -0.1371], [5.2060, 0.7810, -0.0161], [5.6418, 2.2480, -0.9717], [6.7275, 1.5132, 1.9154], [7.1555, 3.0461, 0.9932], [5.2219, 3.0092, 2.7667], [4.1704, 2.2938, 1.4126], [4.2146, 5.0019, 1.7944], [5.9545, 4.9082, 1.1462], [5.1881, 4.3128, -1.0928], [4.1110, 5.6385, -0.5427], [2.3856, 3.8766, 0.2662], [3.2565, 2.5979, -0.6732], [2.8073, 5.1834, -2.3090], [2.4462, 3.4729, -2.7637], [0.5910, 4.6405, -0.5642], [0.4244, 5.2837, -2.2725], [0.8304, 2.2211, -2.1257], [-0.4290, 3.1981, -3.0690], [-0.8327, 3.1269, 0.0054], [-2.0437, 3.0104, -1.3886], [-0.4137, 0.5586, -1.4330], [-0.8059, 0.8196, 0.3040], [-3.3688, 1.2868, -1.1869], [-2.9213, -0.1379, -0.1188], [-1.4418, -1.9731, -1.5194], [-2.6767, -2.2711, -2.8394], [-3.2227, -2.0006, -1.1181], [9.6075, -1.0794, 0.7546], [11.4999, -2.6904, 0.2942], [10.6674, -2.5321, -3.8569], [8.6654, -1.0049, -3.6183], [7.2790, 4.4740, -1.9459], [9.0186, 4.9527, -1.7592], [8.0211, 4.6909, -0.2852], [8.1248, 2.3892, -5.3693], [9.2002, 1.1817, -4.4246], [7.5341, 0.6796, -4.9375], [-6.0280, 1.6661, 0.2965], [-7.4328, 1.2212, -0.1104], [-8.0881, 2.8015, -0.1286], [-9.2295, 3.3265, 0.5854], [-7.5758, 3.7363, -1.1210], [-7.7217, 0.4067, 1.3910], [-8.2850, 1.0739, 2.5474], [-6.6148, -0.4434, 1.8346], [-8.9753, 0.6047, -0.6810], [-9.3922, 0.9648, -2.0327], [-9.8249, -0.3965, -0.0592], [-10.0912, 2.6510, 0.5640], [-9.5834, 4.2674, 0.1554], [-8.9746, 3.5475, 1.6253], [-8.2146, 3.7479, -2.0132], [-6.5677, 3.4652, -1.4420], [-7.5148, 4.7536, -0.7238], [-7.6726, 1.9264, 2.8717], [-8.3781, 0.3815, 3.3895], [-9.3036, 1.4108, 2.3560], [-5.8267, 0.1352, 2.3298], [-6.1677, -0.9704, 0.9888], [-6.9717, -1.2073, 2.5327], [-10.1404, 1.7648, -2.0055], [-9.8148, 0.1183, -2.5790], [-8.5422, 1.3132, -2.6223], [-10.4812, 0.0640, 0.6847], [-9.2544, -1.1950, 0.4122], [-10.4727, -0.8960, -0.7870], [-2.5330, -3.6443, 1.0628], [-3.0542, -4.7193, 2.0192], [-2.3080, -4.0543, 3.4065], [-1.3927, -4.6734, 4.3387], [-2.7632, -2.7473, 3.8604], [-2.1017, -5.9712, 1.2967], [-0.7482, -6.2699, 1.7232], [-2.1452, -5.9895, -0.1667], [-3.7949, -5.9440, 3.0384], [-4.8051, -5.5086, 3.9976], [-3.6865, -7.3886, 2.9255], [-1.6989, -5.6847, 4.6264], [-1.3193, -4.1118, 5.2738], [-0.3802, -4.7098, 3.9290], [-3.5240, -2.8494, 4.6450], [-3.2078, -2.1734, 3.0441], [-1.9380, -2.1462, 4.2523], [-0.0833, -5.4014, 1.6262], [-0.3262, -7.0893, 1.1339], [-0.7252, -6.6316, 2.7509], [-1.4633, -5.2529, -0.6063], [-3.1540, -5.7753, -0.5270], [-1.8750, -6.9790, -0.5477], [-4.3808, -5.4530, 5.0063], [-5.6699, -6.1760, 4.0256], [-5.1910, -4.5216, 3.7355], [-2.7918, -7.7486, 3.4411], [-3.6638, -7.7268, 1.8908], [-4.5411, -7.9023, 3.3781]], "forces_ev_per_angstrom": [[-0.67, -1.13, 0.33], [0.18, 0.22, -0.77], [-0.76, -1.86, 2.94], [-0.92, 0.37, 0.57], [-1.65, 0.41, -0.22], [1.43, 0.82, 0.47], [-0.47, -0.55, -0.69], [0.22, -0.10, -0.08], [-0.01, 0.93, -0.45], [-0.45, -0.19, 0.74], [1.09, -0.43, -0.95], [-0.63, 1.03, 1.28], [-0.03, -0.91, -0.26], [-0.32, 0.47, 0.28], [0.70, 0.00, -0.27], [-0.75, -0.79, 1.24], [0.24, -0.45, -0.20], [3.06, -2.75, -1.56], [-0.27, -0.06, -0.75], [-1.87, 1.41, -0.91], [-1.43, 1.12, 0.72], [-1.06, 0.66, -0.96], [1.31, -0.42, 3.13], [-0.17, 2.34, -1.29], [1.20, -0.17, 0.44], [0.08, 0.31, -0.96], [-1.08, 0.29, -0.21], [-0.52, 0.90, -2.00], [0.16, -0.84, 1.06], [0.93, -0.46, 0.94], [0.95, 1.26, 0.49], [0.32, 0.27, -0.61], [0.09, -0.10, -0.18], [0.90, 0.66, -0.43], [0.48, -0.62, 0.41], [0.04, 0.39, -1.00], [-0.35, -1.02, 0.05], [-0.54, -0.23, -1.10], [0.72, 0.65, 0.32], [0.88, -0.58, -0.51], [-1.13, -0.39, 0.28], [-0.97, 0.07, 0.77], [0.23, -1.05, 0.31], [0.59, -0.23, -0.79], [0.08, 1.01, 0.05], [-0.41, -0.87, 0.54], [0.04, 0.78, 0.71], [0.22, -0.21, -1.20], [-0.01, -0.93, 0.63], [-0.70, 0.79, -0.05], [0.59, -0.49, 0.78], [-0.22, -0.19, -1.22], [1.01, -0.24, 0.69], [-0.86, 0.34, 0.56], [-0.36, 0.42, -1.08], [0.89, -0.63, 0.38], [0.24, 0.62, -1.03], [-0.98, 0.23, -0.31], [0.26, 0.57, 0.80], [0.70, 0.39, -0.72], [0.14, -0.17, -1.22], [-0.64, 0.47, -1.06], [-0.18, 0.27, 1.21], [0.65, -0.37, 0.80], [0.75, -0.32, 0.64], [-0.85, -0.74, 0.49], [0.18, -0.65, -0.81], [-0.06, -0.88, 1.00], [-0.90, 0.48, -0.32], [0.61, 1.03, 0.17], [0.86, -1.72, -3.66], [-2.54, 2.73, 6.21], [0.21, 1.13, -1.03], [-0.48, -0.40, -0.10], [0.47, -0.04, 0.07], [-0.20, -1.31, 0.72], [-0.36, 0.26, -0.28], [0.17, 0.11, -0.32], [1.40, -0.76, -1.54], [0.10, 0.35, -0.17], [0.14, -0.92, -0.02], [0.01, -0.10, 0.12], [0.19, -0.12, -0.23], [-0.08, -0.07, 0.04], [-0.05, 0.17, -0.04], [-0.05, -0.10, 0.12], [-0.03, -0.05, 0.03], [-0.05, 0.05, 0.09], [0.23, -0.12, -0.14], [0.03, 0.18, -0.07], [0.08, -0.06, -0.05], [0.07, 0.09, 0.05], [-0.19, 0.10, 0.00], [-0.04, -0.02, -0.02], [0.05, -0.04, 0.13], [-0.09, 0.12, 0.06], [0.15, 0.04, 0.10], [-0.04, 0.23, 0.14], [0.10, 0.26, -0.21], [-4.13, 0.65, -0.48], [6.97, -1.90, 1.50], [-0.44, 1.26, 0.78], [-0.23, -0.56, 0.19], [0.04, 0.26, -0.40], [-0.05, -1.23, -0.80], [-0.07, 0.04, 0.52], [-0.20, 0.29, 0.03], [-1.80, 0.90, -1.00], [0.02, 0.35, 0.17], [-0.45, -0.54, -0.61], [0.05, -0.10, -0.11], [-0.26, 0.12, -0.14], [0.00, -0.11, 0.01], [0.04, 0.09, 0.15], [0.07, -0.13, -0.06], [0.00, -0.07, -0.02], [0.09, -0.04, 0.04], [-0.19, 0.12, -0.19], [0.02, 0.16, 0.10], [-0.07, 0.02, -0.07], [0.07, 0.08, -0.01], [0.04, -0.04, 0.20], [-0.03, -0.03, 0.02], [0.10, -0.05, -0.09], [0.12, 0.01, 0.12], [0.10, 0.09, -0.13], [0.24, 0.08, 0.11], [-0.07, 0.32, 0.14]], "mulliken_charge": [-0.254, -0.919, 0.880, -0.557, -0.272, -0.727, -0.800, -0.436, -0.006, -1.076, -0.669, -0.764, -0.441, -0.750, 0.153, -0.461, -0.563, 0.643, -0.367, -0.287, -0.659, -0.300, -0.549, 0.335, 0.417, -0.920, -0.618, 0.157, -1.287, -0.489, 0.359, 0.069, 0.138, 0.576, -0.162, 0.301, 0.061, 0.388, 0.254, 0.309, 0.331, -0.153, 0.547, 0.375, 0.085, 0.478, 0.380, 0.384, 0.363, 0.393, 0.260, 0.321, 0.287, 0.302, 0.364, 0.113, 0.021, 0.239, 0.295, 0.202, 0.201, 0.289, 0.253, 0.281, 0.227, 0.346, 0.211, 0.379, 0.331, 0.192, -0.867, 0.984, 0.173, -1.144, -1.130, 0.309, -1.165, -1.289, 0.041, -1.147, -0.917, 0.280, 0.459, 0.295, 0.346, 0.278, 0.450, 0.296, 0.369, 0.331, 0.315, 0.382, 0.422, 0.296, 0.420, 0.322, 0.254, 0.266, 0.370, -0.845, 0.956, 0.177, -1.166, -1.105, 0.242, -1.119, -1.135, 0.020, -1.051, -0.937, 0.274, 0.472, 0.308, 0.333, 0.240, 0.483, 0.289, 0.373, 0.313, 0.321, 0.354, 0.337, 0.288, 0.420, 0.244, 0.263, 0.280, 0.368], "lumo_energy_ev": 0.5, "charge": -1, "homo_lumo_gap_ev": 5.54}